#P
This record from the Open Molecules 2025 dataset describes a 2-piece molecular cluster, C3H6N2O3 overall. The level of theory is ωB97M-V/def2-TZVPD.

Each line ends with the Löwdin charge.
Geometry (Å):
C (-0.1586, 1.0824, 1.5146)  -0.45
C (-1.1027, -1.2460, -0.3457)  -0.04
C (-0.5185, 0.0207, -0.7990)  -0.12
N (0.6707, 0.3856, 2.0521)  0.21
N (0.7990, 0.1456, -0.8228)  -0.35
O (1.3001, 1.3710, -1.2055)  0.09
O (-1.1481, 1.7110, 1.3858)  0.13
O (1.6696, -0.6805, -0.4016)  -0.06
H (-1.3401, -1.0579, 0.6712)  0.06
H (-2.0549, -1.4889, -0.9582)  0.13
H (-0.3618, -1.9720, -0.1916)  0.06
H (-1.0231, 0.8942, -1.2722)  0.16
H (2.2334, 1.3105, -1.2979)  0.11
H (1.0351, -0.4756, 1.6709)  0.07

## Properties
Lowest unoccupied orbital energy ... 0.71 eV
Kohn-Sham gap ... 9.99 eV
SMILES ... C/C=[N+](\[O-])O.N=C=O
Multiplicity ... 1

#Q
This record from the Open Molecules 2025 dataset describes C3H6N2O3 in the gas phase. The level of theory is ωB97M-V/def2-TZVPD.

Each line ends with the Löwdin charge.
Geometry (Å):
C (1.1080, -1.1798, 0.5682)  -0.04
N (0.1210, -0.1242, 0.5826)  -0.19
N (0.4286, 1.1205, -0.0444)  0.13
C (-0.4643, 0.8195, -1.0702)  -0.57
C (-1.1830, -0.1669, 1.3031)  -0.24
O (0.0599, 1.1816, -2.2610)  0.11
O (-1.6923, 0.6022, -0.9716)  0.06
O (-1.5786, -1.1579, 1.8775)  0.05
H (-0.6929, 1.1333, -2.8804)  0.13
H (1.3924, 1.2873, -0.3156)  0.15
H (-1.5572, 0.8447, 1.5163)  0.14
H (2.0474, -0.8178, 0.9931)  0.09
H (0.7473, -2.0230, 1.1621)  0.09
H (1.2637, -1.5195, -0.4596)  0.09

## Properties
Lowest unoccupied orbital energy ... 0.49 eV
Kohn-Sham gap ... 9.59 eV
SMILES ... CN(C=O)NC(=O)O
Multiplicity ... 1

What are the relative energies? In hartree: #P 0.0736; #Q 0.0000.

#P
This record from the Open Molecules 2025 dataset describes C3H5ClO in the gas phase. The level of theory is ωB97M-V/def2-TZVPD.

Each line ends with the Löwdin charge.
Geometry (Å):
C (-0.4684, -1.0436, 0.2304)  -0.25
C (0.5789, -0.1007, -0.1682)  -0.19
C (0.5842, 1.1951, -0.0034)  -0.63
H (-1.4858, 0.2147, -0.7616)  0.07
H (-0.8445, -0.9592, 1.2576)  0.13
H (-0.0790, -1.9875, 0.0422)  0.09
H (1.6300, -0.4395, -0.4118)  0.13
H (-0.2099, 1.6280, 0.5705)  0.08
O (-1.6354, -0.7160, -0.5196)  -0.07
Cl (1.9299, 2.2087, -0.2360)  0.65

## Properties
Lowest unoccupied orbital energy ... 0.90 eV
Kohn-Sham gap ... 10.73 eV
SMILES ... OC/C=C/Cl
Multiplicity ... 1

#Q
This record from the Open Molecules 2025 dataset describes C3H5ClO in the gas phase. The level of theory is ωB97M-V/def2-TZVPD.

Each line ends with the Löwdin charge.
Geometry (Å):
C (0.0228, 1.6312, -0.2915)  -0.04
C (0.1311, -0.7119, -0.3243)  -0.37
C (-0.1174, -1.8054, 0.4373)  -0.37
H (0.7595, 1.4993, 0.6501)  0.14
H (0.5968, 1.8471, -1.2571)  0.10
H (-0.7541, 2.3971, -0.1112)  0.09
H (1.0930, -0.6439, -0.9809)  0.15
H (0.5135, -2.7155, 0.7181)  0.08
O (-0.6139, 0.3260, -0.4535)  -0.18
Cl (-1.6313, -1.8241, 1.6129)  0.40

## Properties
Lowest unoccupied orbital energy ... 0.83 eV
Kohn-Sham gap ... 9.96 eV
SMILES ... CO/C=C\Cl
Multiplicity ... 1

What are the relative energies? In hartree: #P 0.0000; #Q 0.0234.

#P
This record from the Open Molecules 2025 dataset describes a 2-piece molecular cluster, C5H15NO2 overall. The level of theory is ωB97M-V/def2-TZVPD.

Each line ends with the Löwdin charge.
Geometry (Å):
C (0.3289, 0.2329, -1.6692)  -0.27
O (0.8767, 1.4278, -2.0048)  -0.06
C (0.1418, -0.0077, -0.0689)  -0.32
C (1.2345, -0.8832, 0.5998)  -0.16
C (0.9867, -2.3563, 1.0867)  -0.25
C (-0.0068, -2.3961, 2.2258)  -0.17
N (-1.2209, -0.5128, 0.1242)  0.05
H (-0.7341, 0.2445, -2.0594)  0.12
H (0.7841, -0.6803, -2.0969)  0.11
H (1.7836, 1.6246, -1.6852)  0.12
H (0.2062, 0.9741, 0.2072)  0.09
H (2.0870, -0.8733, -0.0188)  0.07
H (1.7971, -0.4847, 1.5379)  0.14
H (0.8028, -3.1139, 0.3104)  0.11
H (1.9153, -2.5874, 1.5776)  0.09
H (0.4136, -2.9624, 3.0638)  0.06
H (-1.0591, -2.8598, 2.1145)  0.09
H (-0.3673, -1.4193, 2.6636)  0.09
H (-1.2904, -1.1905, 0.9121)  0.05
H (-1.7948, 0.2311, 0.3296)  0.03
H (-2.7677, 3.8004, -0.1602)  0.04
H (-1.5224, 3.1877, -0.9929)  -0.02
O (-1.8540, 3.8424, -0.4473)  -0.02

## Properties
Lowest unoccupied orbital energy ... 0.80 eV
Kohn-Sham gap ... 9.73 eV
SMILES ... CCC[C@H](N)CO.O
Multiplicity ... 1

#Q
This record from the Open Molecules 2025 dataset describes a 3-piece molecular cluster, C5H15NO2 overall. The level of theory is ωB97M-V/def2-TZVPD.

Each line ends with the Löwdin charge.
Geometry (Å):
C (-1.1534, 2.2959, -0.3036)  -0.09
N (-0.6301, 1.0381, -0.8896)  -0.08
C (0.5652, 0.5148, -0.2482)  -0.35
C (0.5985, -0.7709, 0.0994)  -0.13
C (1.8602, -1.5458, 0.4405)  -0.10
C (1.6910, 1.4549, 0.0805)  -0.04
H (-0.5348, 2.5957, 0.5453)  0.06
H (-1.1453, 3.0626, -1.0684)  0.08
H (-2.0730, 2.0317, 0.2090)  0.07
H (-0.2934, 1.1844, -1.8303)  0.11
H (-0.2342, -1.4329, -0.1149)  0.09
H (1.6423, -2.6020, 0.5520)  0.07
H (2.6998, -1.1941, -0.1567)  0.07
H (2.1890, -1.2905, 1.4611)  0.08
H (2.6083, 0.8824, 0.2322)  0.07
H (1.4533, 1.8700, 1.0582)  0.08
H (1.9455, 2.2602, -0.6071)  0.09
H (-1.0129, -1.3428, -1.9905)  0.00
H (-2.3219, -0.6734, -1.8031)  0.02
O (-1.7675, -1.0264, -2.5071)  -0.08
H (-0.0314, -1.8497, 2.6010)  0.01
H (-1.4599, -1.5360, 2.2843)  0.03
O (-0.8582, -1.6079, 3.0350)  -0.06

## Properties
Lowest unoccupied orbital energy ... 0.67 eV
Kohn-Sham gap ... 9.82 eV
SMILES ... C/C=C(\C)NC.O.O
Multiplicity ... 1

#R
This record from the Open Molecules 2025 dataset describes a 3-piece molecular cluster, C5H15NO2 overall. The level of theory is ωB97M-V/def2-TZVPD.

Each line ends with the Löwdin charge.
Geometry (Å):
C (-2.1709, 0.7057, -1.5288)  -0.10
N (-1.4186, -0.1128, -0.5912)  -0.21
C (-0.8226, 0.6378, 0.5053)  -0.22
C (0.3835, -0.1690, 0.9493)  -0.18
C (0.8588, -0.8954, -0.3236)  -0.16
C (-0.3714, -0.9269, -1.2386)  -0.18
H (-2.7973, 1.4020, -0.9776)  0.08
H (-2.8271, 0.0405, -2.0934)  0.08
H (-1.5659, 1.3064, -2.2268)  0.08
H (-0.5786, 1.6887, 0.2874)  0.11
H (-1.5446, 0.7173, 1.3101)  0.11
H (0.0339, -0.9207, 1.6448)  0.09
H (1.1350, 0.4496, 1.4473)  0.11
H (1.0825, -1.9410, -0.1069)  0.10
H (1.7514, -0.4662, -0.7819)  0.10
H (-0.1916, -0.4980, -2.2267)  0.10
H (-0.7412, -1.9355, -1.4405)  0.11
H (1.7714, 1.5145, -0.4075)  0.00
H (1.4551, 2.0234, -1.8167)  0.04
O (1.9769, 2.2335, -1.0326)  -0.06
H (0.7366, -1.4798, 3.5394)  0.01
H (2.2421, -1.7168, 3.1989)  0.03
O (1.6025, -1.6574, 3.9103)  -0.05

## Properties
Lowest unoccupied orbital energy ... 0.66 eV
Kohn-Sham gap ... 9.31 eV
SMILES ... CN1CCCC1.O.O
Multiplicity ... 1

What are the relative energies? In hartree: #P 0.0489; #Q 0.0310; #R 0.0000.

#P
This record from the Open Molecules 2025 dataset describes a 2-piece molecular cluster, C5H15NO2 overall. The level of theory is ωB97M-V/def2-TZVPD.

Each line ends with the Löwdin charge.
Geometry (Å):
C (0.8609, 0.8237, 1.6532)  -0.27
C (0.9087, -0.5236, 2.3592)  -0.11
C (1.3221, 0.8638, 0.2157)  -0.23
N (1.0085, -0.3343, -0.5749)  -0.08
C (-0.3648, -0.7890, -0.6746)  -0.25
C (-0.8451, -0.7835, -2.1011)  -0.27
O (-0.0463, -1.6650, -2.8784)  -0.07
H (1.3528, 1.5801, 2.2880)  0.10
H (-0.1451, 1.2480, 1.7840)  0.10
H (0.8362, -0.4003, 3.4343)  0.07
H (0.1474, -1.1850, 1.9411)  0.06
H (1.8157, -1.1074, 2.1527)  0.07
H (0.8362, 1.6483, -0.3749)  0.11
H (2.3974, 1.0179, 0.1214)  0.11
H (1.6278, -1.1179, -0.4187)  0.11
H (-0.4488, -1.8157, -0.2814)  0.12
H (-1.0471, -0.3343, 0.0542)  0.10
H (-1.8570, -1.1758, -2.2237)  0.12
H (-0.8158, 0.2390, -2.5038)  0.11
H (0.7566, -1.2483, -3.2106)  0.08
H (-2.5131, 1.2389, -0.8248)  0.03
H (-2.8998, 2.3952, 0.0022)  0.04
O (-2.8874, 1.4254, 0.0610)  -0.07

## Properties
Lowest unoccupied orbital energy ... 0.68 eV
Kohn-Sham gap ... 9.39 eV
SMILES ... CCCNCCO.O
Multiplicity ... 1

#Q
This record from the Open Molecules 2025 dataset describes a 2-piece molecular cluster, C5H15NO2 overall. The level of theory is ωB97M-V/def2-TZVPD.

Each line ends with the Löwdin charge.
Geometry (Å):
C (0.4311, -0.3906, -0.0425)  -0.29
N (-0.7464, -1.2533, -0.2966)  -0.06
C (-0.4141, -2.7290, -0.5634)  -0.30
O (0.4222, -3.2554, 0.3647)  -0.06
C (0.2328, 0.6060, 1.0930)  -0.20
C (1.0761, 1.9528, 0.9836)  -0.27
C (1.0057, 2.9367, 2.1404)  -0.12
H (0.7512, 0.1369, -1.0035)  0.12
H (1.4246, -1.0391, 0.1102)  0.14
H (-1.4866, -1.2842, 0.4436)  0.11
H (-1.2591, -3.5102, -0.5881)  0.13
H (0.2646, -2.7916, -1.5505)  0.15
H (0.6794, -2.8922, 1.1386)  0.03
H (-0.7968, 0.9265, 1.0141)  0.09
H (0.4495, 0.0326, 2.1138)  0.15
H (0.9876, 2.5194, 0.1094)  0.07
H (2.1778, 1.6544, 0.7406)  0.13
H (1.6769, 3.7115, 2.0721)  0.04
H (1.1045, 2.4191, 3.1273)  0.08
H (0.0052, 3.3528, 2.2157)  0.07
H (-3.3090, -0.1443, -5.0144)  0.13
H (-2.3215, -0.8865, -4.0993)  -0.04
O (-2.3557, -0.0723, -4.5089)  -0.09

## Properties
Lowest unoccupied orbital energy ... 0.85 eV
Kohn-Sham gap ... 9.88 eV
SMILES ... CCCCNCO.O
Multiplicity ... 1

What are the relative energies? In hartree: #P 0.0000; #Q 0.0677.